C7H18N7O2P2S | ωB97M-V/def2-TZVPD

```
! wB97M-V def2-TZVPD RIJCOSX def2/J DEFGRID3
* xyz 1 1
N -1.629 2.539 0.911
P -0.508 1.541 0.595
O 0.862 1.536 1.366
O -0.034 1.534 -0.919
N -1.100 -0.082 0.840
C -2.343 -0.315 0.285
N -2.541 -1.004 -0.900
N -3.389 0.123 0.910
P -5.060 -0.258 0.427
S -5.571 -2.077 0.621
H -1.386 3.227 1.615
H 0.778 1.227 2.283
H -0.663 2.067 -1.436
H -0.481 -0.728 0.337
H -2.286 -0.440 -1.710
H -1.988 -1.867 -0.934
H -3.232 0.710 1.726
H -5.086 0.351 -0.827
H -5.671 0.643 1.297
C 3.135 0.924 -2.549
C 2.516 0.487 -3.791
N 1.980 0.150 -4.748
H 3.501 0.066 -1.986
H 3.971 1.591 -2.753
H 2.392 1.456 -1.957
C 6.028 1.712 0.491
C 5.853 0.374 -0.059
N 5.708 -0.676 -0.497
H 7.014 2.091 0.231
H 5.273 2.383 0.085
H 5.935 1.682 1.575
C -2.271 -3.499 1.954
C -1.445 -3.461 0.755
N -0.810 -3.381 -0.199
H -2.610 -4.518 2.133
H -1.694 -3.163 2.813
H -3.148 -2.865 1.822
*
```

Its LUMO energy is -0.161 Eh. As for the HOMO energy: -13.0 eV. The gap between HOMO and LUMO comes out at 0.316 Ha. For the calculated total energy, the calculation gives -1892.0141 hartree.